(1)
The following is a quantum chemistry calculation of an isolated molecule of C21H25NO4S, from the Open Molecules 2025 dataset.

Output
SMILES string = CCc1ccc(OCC(=O)N(Cc2ccccc2)[C@H]2CCS(=O)(=O)C2)cc1
E_tot = -42697.973 eV
Net charge = 0
Energy relative to the best compared isomer or geometry (same formula, charge and spin) = 0.682 eV
Highest occupied orbital energy = -8.17 eV
Strongest force on any atom = 0.016 Eh/bohr
HOMO-LUMO gap = 8.74 eV

Each line ends with the Löwdin charge.
CARTESIAN COORDINATES (ANGSTROEM)
C1 -5.62634 -1.75190 2.39024  -0.098
C2 -5.71615 -0.44537 1.59928  -0.220
C3 -4.62358 -0.37518 0.57019  -0.260
C4 -3.40164 0.20852 0.86411  -0.031
C5 -2.37271 0.24127 -0.06192  -0.005
C6 -2.55383 -0.32685 -1.31528  -0.260
O1 -1.63017 -0.32575 -2.32540  -0.024
C7 -0.32504 0.09797 -2.04934  -0.097
C8 0.40723 -0.88026 -1.12613  -0.413
O2 -0.10915 -1.90782 -0.74176  0.098
N1 1.68178 -0.53834 -0.79338  -0.037
C9 2.31625 0.69455 -1.21158  -0.107
C10 1.79227 1.92340 -0.50016  -0.211
C11 1.03991 1.83943 0.66438  -0.066
C12 0.58732 2.98724 1.29371  -0.071
C13 0.88803 4.23218 0.77111  -0.085
C14 1.64409 4.32487 -0.38586  -0.075
C15 2.09028 3.17874 -1.01743  -0.035
C16 2.46022 -1.50450 -0.03182  -0.284
C17 3.44394 -2.24619 -0.98136  -0.158
C18 4.71491 -2.59103 -0.24171  -0.200
S1 4.97838 -1.04020 0.66536  0.680
O3 5.32345 -0.00060 -0.26865  -0.313
O4 5.81510 -1.20144 1.81886  -0.313
C19 3.22636 -0.87522 1.12763  -0.136
C20 -3.77905 -0.91670 -1.62089  0.005
C21 -4.79448 -0.93915 -0.68925  -0.036
H1 -4.66519 -1.82180 2.89444  0.073
H2 -6.41635 -1.80294 3.13638  0.066
H3 -5.72233 -2.60434 1.72186  0.073
H4 -6.69005 -0.38900 1.10848  0.107
H5 -5.63214 0.39847 2.28734  0.106
H6 -3.24404 0.65318 1.83693  0.114
H7 -1.43997 0.70953 0.21087  0.089
H8 0.17892 0.10076 -3.02191  0.145
H9 -0.30551 1.11666 -1.64048  0.129
H10 2.19979 0.83031 -2.29279  0.135
H11 3.39094 0.61279 -1.01306  0.109
H12 0.79139 0.87294 1.08044  0.113
H13 -0.00221 2.90452 2.19468  0.106
H14 0.53509 5.12608 1.26240  0.103
H15 1.88378 5.29292 -0.79934  0.105
H16 2.67878 3.25268 -1.92014  0.117
H17 1.72374 -2.22077 0.35030  0.148
H18 3.70175 -1.57837 -1.80562  0.119
H19 2.95381 -3.12592 -1.39789  0.128
H20 5.55479 -2.79951 -0.89431  0.111
H21 4.59247 -3.37859 0.49505  0.110
H22 3.10915 -1.42769 2.05428  0.113
H23 2.99193 0.17093 1.29023  0.098
H24 -3.90808 -1.35283 -2.59879  0.118
H25 -5.73782 -1.40167 -0.94231  0.115



(2)
The following is a quantum chemistry calculation of a cluster of 2 separate species, C7H9NO2 in total at a distorted geometry, from the Open Molecules 2025 dataset.

Output
E_tot = -12984.044 eV
Net charge = 0
Energy relative to the best compared isomer or geometry (same formula, charge and spin) = 6.451 eV
Highest occupied orbital energy (spin up / spin down) = -8.03 / -7.59 eV
Strongest force on any atom = 0.079 Eh/bohr
HOMO-LUMO gap (spin up / spin down) = 7.16 / 6.61 eV

Each line ends with the Löwdin charge.
CARTESIAN COORDINATES (ANGSTROEM)
C1 0.71926 1.59995 -0.45566  -0.103
C2 1.55407 -0.73220 -0.61931  -0.077
C3 -0.41556 1.21909 0.09406  -0.042
C4 0.46610 -1.09384 0.05979  -0.097
C5 1.69052 0.69039 -1.03975  -0.203
C6 -0.66342 -0.24403 0.29634  -0.200
C7 -1.93744 -0.75574 0.73013  -0.044
N1 0.14314 -0.12505 2.51340  -0.292
O1 1.12879 0.57208 2.77815  -0.008
O2 -0.59155 -0.78434 3.24623  -0.033
H1 1.09382 2.69106 -0.36830  0.148
H2 2.34073 -1.49159 -0.70188  0.119
H3 -1.17515 1.86070 0.45527  0.108
H4 0.38073 -2.19048 0.45659  0.163
H5 1.57459 0.56298 -2.14519  0.135
H6 2.82780 1.11944 -0.83691  0.180
H7 -1.85266 -1.05106 1.75809  0.068
H8 -2.17059 -1.50644 0.08536  0.058
H9 -2.82816 -0.09819 0.54078  0.119



(3)
The following is a quantum chemistry calculation of the ion C4H8NOS with charge -1 at a distorted geometry, from the Open Molecules 2025 dataset.

Output
SMILES string = C[C@H](C[S-])NC=O
E_tot = -18650.903 eV
Net charge = -1
Energy relative to the best compared isomer or geometry (same formula, charge and spin) = 1.307 eV
Highest occupied orbital energy = -2.67 eV
Strongest force on any atom = 0.067 Eh/bohr
HOMO-LUMO gap = 6.48 eV

Each line ends with the Löwdin charge.
CARTESIAN COORDINATES (ANGSTROEM)
C1 -0.30611 1.55694 0.54958  -0.170
C2 0.34446 0.32354 0.19164  -0.515
C3 0.17546 0.04110 -1.33186  -0.670
S1 0.14709 1.50796 -2.50126  0.091
N1 -0.20672 -0.84387 0.89923  0.007
C4 0.20377 -2.10171 0.69935  -0.418
O1 -0.52278 -3.08399 0.65757  -0.016
H1 0.22541 2.01247 1.37859  0.069
H2 -1.46337 1.54015 0.52651  0.118
H3 -0.10732 2.23655 -0.26903  -0.029
H4 1.44607 0.44998 0.51326  0.156
H5 0.88401 -0.66190 -1.68719  0.014
H6 -0.91013 -0.29979 -1.35301  0.061
H7 -1.25003 -0.68937 1.01430  0.157
H8 1.34020 -1.98808 0.71231  0.146



(4)
The following is a quantum chemistry calculation of an isolated molecule of C5H10O2, from the Open Molecules 2025 dataset.

Output
SMILES string = CO[C@H]1CO[C@H]1C
E_tot = -9440.343 eV
Net charge = 0
Energy relative to the best compared isomer or geometry (same formula, charge and spin) = 2.700 eV
Highest occupied orbital energy = -9.59 eV
Strongest force on any atom = 0.007 Eh/bohr
HOMO-LUMO gap = 10.58 eV

Each line ends with the Löwdin charge.
CARTESIAN COORDINATES (ANGSTROEM)
C1 1.81702 1.32503 0.04396  -0.090
O1 0.60590 0.93797 -0.55044  -0.161
C2 0.31619 -0.42691 -0.65688  -0.260
C3 0.51438 -1.34930 0.55991  -0.126
O2 -0.87599 -1.68031 0.59059  -0.082
C4 -1.18768 -0.71678 -0.43779  -0.301
C5 -1.99651 0.45123 0.09574  -0.025
H1 2.08511 0.68910 0.89593  0.079
H2 2.65385 1.33036 -0.66637  0.089
H3 1.65980 2.34171 0.41276  0.093
H4 0.72514 -0.84620 -1.58666  0.153
H5 0.83883 -0.84441 1.47908  0.115
H6 1.14596 -2.23054 0.39630  0.122
H7 -1.69709 -1.20599 -1.27929  0.144
H8 -2.54775 0.95051 -0.70628  0.083
H9 -2.70944 0.08384 0.83747  0.086
H10 -1.34772 1.19067 0.57195  0.080



> Among the records above, which one has the lowest net charge?

C4H8NOS